Entry 1:
The following is a DFT calculation (ωB97M-V/def2-TZVPD) of a single C22H32N4O4S molecule.

SMILES string   COc1ccc(N(CC(=O)NC2CCCCCC2)S(=O)(=O)c2c(C)nn(C)c2C)cc1
LUMO   0.471 eV
Maximum force   1.1 eV/A
E_tot   -1775.6957 Ha
Kohn-Sham gap   9.00 eV
ΔE to the lowest compared entry with this formula, charge and spin   1.971 eV
Total charge   0
HOMO energy   -8.53 eV

CARTESIAN COORDINATES (ANGSTROEM)
S -0.173 1.054 0.425
O -4.757 -3.346 0.539
O 1.800 -1.773 -2.759
O -0.169 0.546 1.764
O 0.971 1.826 0.009
N 2.485 -0.291 -1.182
N -0.299 -0.238 -0.627
N -3.743 2.593 0.217
N -3.185 3.298 -0.770
C 0.239 -0.101 -1.967
C -2.578 -2.625 0.992
C 3.695 -1.535 0.524
C -1.442 -1.031 -0.399
C -1.918 2.935 -0.834
C -0.972 3.515 -1.820
C 3.786 -0.569 1.706
C -3.691 -1.716 -0.933
C -1.459 -1.874 0.709
C -5.891 -3.390 -0.293
C -2.569 -0.951 -1.205
C 6.132 -0.017 -0.219
C 1.597 -0.828 -2.025
C 4.839 0.221 -1.000
C -1.655 1.964 0.157
C -3.219 0.885 1.947
C 6.065 0.509 1.215
C -5.129 2.767 0.536
C -2.861 1.766 0.814
C -3.706 -2.562 0.171
C 3.773 -0.874 -0.860
C 5.225 -0.339 2.166
H 6.387 -1.077 -0.220
H -5.660 1.816 0.467
H -0.428 -0.554 -2.701
H -1.061 3.004 -2.779
H -1.207 4.565 -1.979
H 4.404 1.169 -0.673
H 3.229 -0.994 2.544
H -6.564 -4.112 0.165
H 3.310 0.382 1.460
H 3.943 -1.660 -1.604
H 4.484 -2.284 0.611
H 5.708 -1.311 2.303
H 6.940 0.512 -0.730
H 5.210 0.156 3.140
H -3.878 0.081 1.617
H -0.591 -1.916 1.344
H -2.312 0.449 2.356
H -5.543 3.471 -0.182
H 5.667 1.527 1.196
H 7.080 0.564 1.617
H -5.247 3.167 1.545
H -5.635 -3.724 -1.304
H -4.545 -1.637 -1.587
H -6.390 -2.417 -0.348
H -2.582 -0.287 -2.057
H 5.069 0.325 -2.062
H -3.731 1.452 2.724
H 2.741 -2.068 0.560
H 0.387 0.957 -2.197
H 0.046 3.413 -1.454
H 2.182 0.490 -0.612
H -2.605 -3.283 1.846

Entry 2:
The following is a DFT calculation (ωB97M-V/def2-TZVPD) of 2 unconnected molecules or ions with the total composition C2H4N2.

LUMO   0.421 eV
Maximum force   6.5 eV/A
E_tot   -188.0433 Ha
Kohn-Sham gap   10.58 eV
ΔE to the lowest compared entry with this formula, charge and spin   2.042 eV
Total charge   0
HOMO energy   -10.16 eV

CARTESIAN COORDINATES (ANGSTROEM)
N 0.219 -0.931 -0.202
N -3.103 -0.193 0.096
C -2.029 0.032 -0.156
C -0.586 0.350 -0.237
H -0.158 1.052 0.959
H 1.170 -0.788 0.102
H -0.331 0.921 -1.027
H -0.210 -1.407 0.609

Entry 3:
The following is a DFT calculation (ωB97M-V/def2-TZVPD) of a molecular structure, C4H5N3O2.

LUMO (alpha / beta)   -1.007 / -1.008 eV
Maximum force   3.0 eV/A
E_tot   -470.0199 Ha
Kohn-Sham gap (alpha / beta)   7.67 / 7.67 eV
ΔE to the lowest compared entry with this formula, charge and spin   5.983 eV
Total charge   0
HOMO energy (alpha / beta)   -8.68 / -8.68 eV

CARTESIAN COORDINATES (ANGSTROEM)
O -2.248 -0.078 -1.331
O 1.002 -1.237 -1.690
N 0.581 1.883 1.510
N -0.267 1.272 -0.652
N -0.532 -0.237 0.981
C -0.176 -1.382 -0.945
C 0.061 1.105 0.543
C -1.147 -0.147 -0.877
C 0.111 -1.267 0.553
H -0.693 -2.280 -1.282
H 0.421 1.625 2.471
H 1.263 -0.303 -1.662
H 0.872 -1.800 1.111
H 0.753 2.847 1.271

Entry 4:
The following is a DFT calculation (ωB97M-V/def2-TZVPD) of a single C20H24ClN3O2 molecule.

SMILES string   CCCCN(CC)CCNC(=O)c1cc2cc3ccc(Cl)cc3nc2o1
LUMO   -0.696 eV
Maximum force   19.8 eV/A
E_tot   -1550.8867 Ha
Kohn-Sham gap   7.16 eV
ΔE to the lowest compared entry with this formula, charge and spin   16.491 eV
Total charge   0
HOMO energy   -7.86 eV

CARTESIAN COORDINATES (ANGSTROEM)
Cl 0.413 0.869 -8.073
O -1.316 -1.072 2.287
O -0.118 0.386 -0.721
N 1.926 1.036 5.128
N -0.083 0.637 -3.089
N -0.073 1.095 1.853
C -0.986 -0.411 0.163
C 1.437 -1.637 7.696
C -1.730 -1.873 -3.099
C -0.040 -1.429 8.358
C 2.054 2.445 5.752
C -1.021 -1.163 -6.800
C -0.502 -0.140 -1.987
C 0.084 1.396 3.342
C 1.927 -0.473 7.012
C -1.329 -1.152 -4.223
C 0.951 2.894 6.265
C -0.817 -0.105 1.615
C -0.439 0.077 -4.140
C -1.419 -1.485 -0.503
C -0.132 0.189 -6.652
C 1.412 0.038 5.840
C 0.017 0.434 -5.437
C -1.446 -1.199 -1.790
C 1.519 0.834 3.667
C -1.350 -2.013 -5.583
H -0.227 -2.223 8.813
H 1.965 0.464 7.810
H -2.201 -2.788 -5.660
H 0.632 1.461 -5.358
H 0.021 -0.755 9.049
H 3.027 2.223 6.427
H -1.197 -1.482 -7.665
H -0.694 0.712 4.021
H 1.491 -2.427 6.979
H 0.132 3.110 5.420
H -2.084 -2.808 -3.195
H -0.742 -1.347 7.739
H 0.507 2.292 7.168
H -0.081 2.524 3.302
H 0.196 0.383 6.259
H 2.135 -1.779 8.583
H 0.308 1.420 1.186
H 1.531 -0.067 3.502
H -2.290 -2.107 -0.063
H 3.057 -0.616 6.988
H 2.672 2.787 4.910
H 2.433 1.469 3.145
H 1.134 -0.799 5.335
H 1.055 3.801 6.640